17
Properties=species:S:1:pos:R:3:forces:R:3:mulliken_charge:R:1 method="wB97M-V/def2-TZVPD" de_lowest_kcal_mol=28.66 multiplicity=1 smiles="C=CO[C@H](C)C=C" homo_lumo_gap_ha=0.3668 total_energy_ev=-8429.9976
C -2.13991 -0.42705 0.19849 -0.08 -0.01 0.01 -1.438
C -0.75425 -0.09822 -0.34355 -0.06 -0.17 -0.06 0.359
O -0.40619 1.16254 0.22019 0.15 0.00 0.04 -0.380
C 0.78743 1.70923 -0.12596 0.18 0.07 -0.07 -0.056
C 1.68053 1.26192 -1.00600 -0.11 0.01 0.05 -0.647
C 0.93849 -1.20455 1.14192 -0.05 -0.01 -0.07 -0.590
C 0.21460 -1.19873 0.03128 0.08 -0.06 0.13 -0.337
H -2.87994 0.31509 -0.11418 0.13 -0.08 0.00 0.357
H -2.09210 -0.44390 1.29196 -0.02 -0.01 -0.16 0.343
H -2.45801 -1.41642 -0.14544 0.04 0.15 0.02 0.391
H -0.79218 0.00174 -1.43976 0.05 0.00 0.17 0.306
H 1.54156 0.35614 -1.58543 0.04 0.13 0.12 0.215
H 0.95433 2.61254 0.45545 0.00 -0.11 -0.11 0.347
H 2.61784 1.79138 -1.12649 -0.19 0.06 -0.04 0.272
H 0.90437 -0.36805 1.83686 0.01 -0.13 -0.11 0.230
H 1.60883 -2.02403 1.38266 -0.13 0.08 -0.05 0.294
H 0.27460 -2.02963 -0.67202 -0.04 0.09 0.13 0.333

***

17
Properties=species:S:1:pos:R:3:forces:R:3:mulliken_charge:R:1 method="wB97M-V/def2-TZVPD" de_lowest_kcal_mol=101.59 multiplicity=1 homo_lumo_gap_ha=0.3501 total_energy_ev=-8426.8352
C -2.09119 0.04455 0.85221 -0.06 0.00 -0.04 -1.166
C -0.61430 0.26483 1.17449 0.05 -0.03 0.02 -0.409
C 0.16031 0.71468 -0.04574 -0.26 0.00 0.12 0.025
O 1.57678 0.85860 0.20190 0.04 0.04 0.06 -0.419
C 1.93346 0.06979 -0.92026 0.41 -0.04 -0.11 -0.442
C 0.92009 -1.62719 -0.97374 -0.18 0.21 0.17 -0.649
C 0.41109 -0.30176 -1.18722 -0.15 -0.18 -0.21 -0.165
H -2.21505 -0.71977 0.07546 0.02 0.11 0.11 0.319
H -2.56459 0.96619 0.49362 0.08 -0.13 0.05 0.312
H -2.64130 -0.28995 1.73694 0.09 0.05 -0.13 0.350
H -0.16599 -0.65832 1.56022 -0.05 0.13 -0.05 0.269
H -0.49707 1.02105 1.96040 -0.01 -0.08 -0.12 0.308
H -0.24654 1.66065 -0.43178 0.07 -0.14 0.03 0.396
H 2.37628 0.61196 -1.76017 -0.14 -0.05 0.09 0.345
H 2.61447 -0.76580 -0.67366 0.01 0.11 -0.01 0.248
H 1.01095 -1.79035 0.11895 -0.01 0.00 -0.16 0.288
H 0.03261 -0.05916 -2.18161 0.09 -0.02 0.18 0.389

***

17
Properties=species:S:1:pos:R:3:forces:R:3:mulliken_charge:R:1 method="wB97M-V/def2-TZVPD" de_lowest_kcal_mol=42.86 multiplicity=1 smiles="O=CC1=CCCC1.[H][H]" homo_lumo_gap_ha=0.3868 total_energy_ev=-8429.3820
O 2.35800 -0.96056 0.83070 0.07 0.12 -0.60 -0.436
C 1.90541 -0.58831 -0.22903 0.18 -0.08 0.24 -0.441
C -0.42917 -1.16569 -0.56157 -0.11 -0.18 -0.02 -0.673
C -1.63293 -0.65813 0.21989 -0.19 -0.04 0.01 -0.655
C -1.61388 0.84791 -0.07775 -0.05 0.03 -0.01 -0.605
C -0.11827 1.12516 -0.12319 0.14 -0.22 -0.02 -0.465
C 0.54219 -0.01798 -0.32669 -0.15 -0.04 0.11 0.752
H 2.57384 1.16725 1.35386 0.05 0.25 0.09 -0.108
H 2.39693 -0.85847 -1.18684 0.10 0.13 0.12 0.297
H -0.04854 -2.13289 -0.21765 -0.10 0.14 0.00 0.376
H -0.62836 -1.24856 -1.64013 -0.09 -0.04 0.14 0.287
H -1.41084 -0.80884 1.28437 -0.18 0.02 -0.16 0.278
H -2.56403 -1.17026 -0.02841 -0.01 0.11 -0.01 0.305
H -2.09147 1.05488 -1.04739 0.07 0.05 0.13 0.265
H -2.13478 1.44099 0.68143 0.12 -0.04 -0.13 0.331
H 0.28671 2.12678 0.00865 0.08 -0.36 0.04 0.379
H 2.60918 1.84674 1.05975 0.07 0.16 0.08 0.114

***

17
Properties=species:S:1:pos:R:3:forces:R:3:mulliken_charge:R:1 method="wB97M-V/def2-TZVPD" de_lowest_kcal_mol=34.26 multiplicity=1 smiles="C=CC=O.C=CC" homo_lumo_gap_ha=0.3531 total_energy_ev=-8429.7546
O -0.94280 0.23426 2.08654 -0.07 -0.37 0.03 -0.471
C -1.17512 -0.95418 2.03601 -0.03 0.40 0.06 0.052
C -0.39663 -1.91626 1.22646 0.22 -0.08 -0.20 -0.116
C 0.69895 -1.53432 0.57236 -0.11 -0.05 0.18 -0.636
C 0.66548 1.21110 -1.51401 0.10 0.25 -0.04 0.039
C -0.77887 0.83949 -1.38101 -0.12 -0.13 0.09 -0.862
C 1.37820 1.82411 -0.57448 -0.06 -0.02 -0.07 -0.750
H -2.02477 -1.37782 2.60912 0.09 0.03 -0.04 0.344
H -0.76209 -2.93665 1.18535 0.02 0.02 0.01 0.318
H -0.91916 -0.23407 -1.55597 0.02 0.12 -0.03 0.256
H 1.27763 -2.22004 -0.03896 -0.09 0.05 0.09 0.270
H 1.03704 -0.50573 0.64163 -0.01 -0.12 -0.04 0.223
H 1.13940 0.97380 -2.46506 0.00 -0.02 0.07 0.283
H -1.40365 1.36485 -2.11432 0.15 -0.05 0.11 0.347
H -1.14812 1.05661 -0.37532 0.03 0.05 -0.13 0.178
H 2.42396 2.08039 -0.71617 -0.13 -0.04 -0.05 0.263
H 0.93055 2.09447 0.37783 0.01 -0.05 -0.04 0.261

***

17
Properties=species:S:1:pos:R:3:forces:R:3:mulliken_charge:R:1 method="wB97M-V/def2-TZVPD" de_lowest_kcal_mol=19.53 multiplicity=1 smiles="C[C@H]1C[C@H]1CC=O" homo_lumo_gap_ha=0.3973 total_energy_ev=-8430.3936
C -2.09854 -0.29687 -0.02931 -0.04 -0.14 0.18 -1.281
C -1.07713 0.77985 -0.30067 -0.17 0.17 -0.17 0.128
C -0.02527 1.37129 0.61238 -0.24 0.07 0.14 -0.759
C 0.36923 0.45600 -0.51353 0.07 -0.02 -0.13 0.080
C 0.88475 -0.89496 -0.07621 0.05 0.08 -0.02 -0.820
C 2.38307 -0.86618 0.08517 0.35 0.13 -0.15 -0.033
O 3.10845 -0.06052 -0.44489 -0.24 -0.25 0.18 -0.474
H -2.84488 -0.03690 0.72601 0.08 0.15 -0.08 0.315
H -1.62902 -1.22509 0.29387 -0.07 -0.04 0.04 0.303
H -2.62720 -0.50805 -0.96605 0.04 -0.04 0.19 0.309
H -1.46881 1.52687 -0.98068 0.10 0.03 -0.09 0.349
H 0.13204 2.44353 0.51318 0.06 -0.27 0.04 0.266
H 0.11689 0.98911 1.62108 -0.13 0.03 -0.14 0.252
H 0.86776 0.87850 -1.38077 -0.01 -0.06 0.19 0.366
H 0.64128 -1.70704 -0.78143 0.08 0.16 0.05 0.300
H 0.44802 -1.20197 0.88447 0.10 0.07 -0.17 0.343
H 2.81937 -1.64757 0.73736 -0.02 -0.08 -0.03 0.356

***

17
Properties=species:S:1:pos:R:3:forces:R:3:mulliken_charge:R:1 method="wB97M-V/def2-TZVPD" de_lowest_kcal_mol=60.40 multiplicity=1 smiles="C=C/C=C/C=C.O" homo_lumo_gap_ha=0.3389 total_energy_ev=-8428.6210
C -1.50531 1.22028 0.01570 1.11 1.14 0.73 -0.331
C -1.18353 2.48300 -0.23002 -0.18 0.45 -0.39 -0.701
C 0.39488 0.19369 1.35154 0.32 1.43 1.78 0.003
C -0.54922 0.21926 0.42322 -1.04 -1.80 -0.74 -0.192
C 1.93927 -1.60238 0.71674 0.67 -1.39 0.68 -0.702
C 1.32734 -0.88402 1.61618 -0.59 -0.16 1.66 -0.244
H -2.48559 0.82394 -0.10245 -0.79 0.07 -0.51 0.329
H -1.88677 3.12741 -0.71824 -0.50 0.38 0.13 0.262
H -0.21209 2.94867 -0.06856 0.01 -0.58 -0.01 0.278
H 0.62751 1.01546 2.14750 -1.04 -0.88 -1.89 0.256
H -0.86074 -0.68551 -0.19450 1.35 0.55 1.03 0.235
H 1.54377 -1.77147 -0.22875 -0.20 0.66 -2.09 0.244
H 2.70992 -2.28199 1.00750 0.26 -0.56 0.26 0.268
H 1.45745 -1.12997 2.69071 0.61 0.68 -0.66 0.301
H 0.54302 -0.83557 -2.81811 -2.43 -1.63 0.61 0.330
H -0.85590 -0.68630 -3.28401 -1.09 0.47 -0.61 0.301
O -0.39014 -1.28796 -2.72390 3.52 1.16 0.01 -0.637

***

17
Properties=species:S:1:pos:R:3:forces:R:3:mulliken_charge:R:1 method="wB97M-V/def2-TZVPD" de_lowest_kcal_mol=21.02 multiplicity=1 smiles="C[C@H]1C[C@H]1CC=O" homo_lumo_gap_ha=0.3944 total_energy_ev=-8430.3288
C 0.25586 1.60355 1.37956 0.03 -0.08 0.04 -1.389
C 1.09331 0.56607 0.64594 0.05 0.53 -0.06 0.222
C 0.76229 -0.89439 0.81046 -0.27 -0.47 -0.09 -0.747
C 0.51800 -0.20593 -0.50077 0.25 -0.02 0.03 -0.056
C -0.86785 -0.04215 -1.03880 -0.10 -0.20 -0.04 -0.616
C -1.26206 -1.38270 -1.65532 0.18 -0.05 0.27 -0.010
O -0.73415 -2.41851 -1.32284 -0.53 0.40 -0.43 -0.456
H 0.80897 2.01546 2.22988 -0.09 -0.11 -0.07 0.392
H -0.66016 1.15315 1.77189 0.05 0.09 -0.02 0.299
H -0.03380 2.45168 0.74412 0.13 -0.22 0.01 0.286
H 2.11560 0.89227 0.46308 -0.03 -0.30 0.30 0.357
H 1.44483 -1.74325 0.79811 0.25 0.56 0.16 0.250
H -0.12855 -1.12654 1.39767 0.18 0.24 -0.08 0.225
H 1.24396 -0.48598 -1.26251 -0.12 0.12 0.07 0.381
H -0.94826 0.76706 -1.78031 -0.01 -0.26 0.05 0.327
H -1.57232 0.21418 -0.23092 0.03 -0.17 -0.24 0.174
H -2.03567 -1.36397 -2.44925 -0.03 -0.08 0.11 0.361

***

17
Properties=species:S:1:pos:R:3:forces:R:3:mulliken_charge:R:1 method="wB97M-V/def2-TZVPD" de_lowest_kcal_mol=98.92 multiplicity=1 homo_lumo_gap_ha=0.2848 total_energy_ev=-8426.9510
C -0.56175 -1.97062 1.16953 -0.02 -0.01 0.06 -1.230
C -0.36054 -0.68818 0.44196 0.01 0.00 0.02 0.549
C -1.30519 0.20605 0.03341 0.04 -0.11 -0.11 -0.497
C -0.80218 0.88044 -1.11170 0.11 -0.31 0.14 -0.425
C 0.70360 0.90254 -0.96405 0.05 -0.03 -0.06 -0.464
C 1.01277 -0.30123 -0.05866 -0.21 -0.11 -0.24 -0.050
O 1.91833 -0.11829 1.01254 -0.01 0.17 0.19 -0.555
H 0.21212 -2.08223 1.93537 -0.10 -0.03 -0.06 0.299
H -0.44423 -2.80865 0.46951 -0.01 0.11 0.11 0.276
H -1.55345 -2.04118 1.62341 0.15 0.03 -0.04 0.378
H -2.35516 0.16809 0.31692 0.17 -0.02 -0.07 0.398
H -0.81255 3.39698 -1.61241 -0.06 0.21 -0.04 0.187
H -1.03126 2.68005 -1.73331 -0.02 0.33 -0.03 -0.203
H 1.19842 0.85838 -1.93961 0.01 -0.02 0.16 0.259
H 1.03450 1.83959 -0.49536 -0.20 -0.15 -0.05 0.344
H 1.44644 -1.10055 -0.66812 -0.07 0.03 0.07 0.348
H 1.54039 0.56176 1.58743 0.16 -0.10 -0.06 0.384

***

17
Properties=species:S:1:pos:R:3:forces:R:3:mulliken_charge:R:1 method="wB97M-V/def2-TZVPD" de_lowest_kcal_mol=37.78 multiplicity=1 smiles="C[C@@H]1CC=C(O)C1" homo_lumo_gap_ha=0.3137 total_energy_ev=-8429.6021
C -0.61528 1.76857 -0.72384 0.01 0.13 0.03 -1.636
C 0.28713 0.54104 -0.70863 0.02 0.06 -0.14 0.444
C 1.08267 0.31058 0.61208 0.17 -0.07 -0.12 -0.646
C 0.50459 -0.99186 1.08033 -0.04 0.18 -0.07 0.534
O 1.24346 -1.86420 1.78846 -0.27 0.03 0.81 -0.520
C -0.74015 -1.18199 0.59115 0.25 0.22 -0.20 -0.886
C -0.62049 -0.70823 -0.82701 -0.21 0.16 -0.32 -0.669
H -0.07823 2.70085 -0.52806 0.00 -0.07 0.01 0.396
H -1.41066 1.65951 0.02487 0.16 0.05 -0.06 0.348
H -1.09733 1.84631 -1.70597 0.08 0.09 0.18 0.385
H 1.00530 0.60236 -1.53080 -0.15 -0.01 -0.01 0.354
H 0.79976 1.05803 1.37392 0.19 -0.13 -0.24 0.273
H 2.17071 0.33850 0.52055 -0.03 -0.05 -0.22 0.321
H 0.80255 -2.71064 1.61604 0.20 0.13 0.48 0.353
H -1.57853 -0.54882 -1.31914 0.01 0.36 -0.13 0.385
H -1.65810 -1.32181 1.12681 -0.09 -1.31 0.05 0.361
H -0.09740 -1.49819 -1.39076 -0.30 0.24 -0.06 0.206

***

17
Properties=species:S:1:pos:R:3:forces:R:3:mulliken_charge:R:1 method="wB97M-V/def2-TZVPD" de_lowest_kcal_mol=77.06 multiplicity=1 homo_lumo_gap_ha=0.3160 total_energy_ev=-8427.8986
C -0.12816 -1.69090 0.90095 0.08 -0.02 0.08 -1.522
C -0.50582 -0.65093 -0.14956 0.11 -0.31 -0.17 0.243
C -1.23733 0.56728 0.41645 0.22 -0.24 -0.28 -0.535
C -0.31767 1.68126 0.56475 -0.69 1.63 1.51 -0.828
O 0.10432 0.70406 -2.03044 0.92 -0.99 1.34 -0.554
C 0.98374 1.22744 0.13890 0.40 -0.31 -0.63 -0.449
C 0.69493 0.05180 -0.75571 -0.69 0.86 -2.55 -0.053
H -1.02494 -2.13835 1.33970 0.09 0.07 -0.05 0.385
H 0.44992 -1.24505 1.71848 -0.06 -0.06 -0.06 0.331
H 0.46980 -2.50052 0.46827 -0.08 0.13 0.05 0.375
H -1.07697 -1.13073 -0.94939 0.10 0.04 0.06 0.361
H -1.86676 0.42535 1.27318 -0.35 -0.12 0.59 0.519
H -1.90391 1.01980 -0.31248 -0.38 0.05 -0.47 0.313
H 0.75538 1.32397 -2.39061 -0.08 -0.24 0.22 0.305
H 1.64125 1.99715 -0.26091 0.06 0.00 -0.12 0.405
H 1.43860 0.93069 1.08259 0.12 -0.19 0.51 0.354
H 1.52363 -0.57232 -1.05416 0.23 -0.29 -0.05 0.349